Record 1
{
  "formula": "C7H13N2S",
  "method": "ωB97M-V with the def2-TZVPD basis set",
  "total_charge": 1,
  "smiles": "CSn1c(C)c[n+](C)c1C",
  "orbital_gap_ha": 0.373,
  "homo_energy_ev": -13.14,
  "species": ["C", "S", "N", "C", "C", "C", "N", "C", "C", "C", "H", "H", "H", "H", "H", "H", "H", "H", "H", "H", "H", "H", "H"],
  "xyz": [[2.78886, -0.65303, 0.94771], [2.25967, -0.48801, -0.77552], [0.68131, 0.20219, -0.52219], [0.30909, 1.50024, -0.34196], [1.32451, 2.58205, -0.35805], [-1.05615, 1.50971, -0.12643], [-1.50604, 0.21302, -0.30478], [-2.94309, 0.10370, -0.18804], [-0.49716, -0.63540, -0.51980], [-0.46851, -2.08045, -0.46195], [2.18397, -1.40431, 1.44327], [2.76308, 0.34187, 1.49968], [3.82347, -0.93770, 0.91271], [0.80054, 3.50171, -0.35259], [1.78783, 2.70559, 0.64146], [1.98737, 2.41785, -1.17464], [-1.71843, 2.24048, 0.26965], [-3.27235, 1.10251, -0.54011], [-3.26790, -0.75372, -0.86516], [-3.33734, -0.12461, 0.73836], [-1.09081, -2.43845, 0.40137], [-0.64263, -2.61042, -1.52538], [0.54159, -2.36503, -0.12663]],
  "forces_ev_per_angstrom": [[-0.55, 1.61, 0.48], [-0.29, 0.69, 0.20], [-2.19, -3.00, -0.53], [-0.73, 0.54, 0.78], [-0.80, -0.27, 1.93], [2.47, -0.76, -0.60], [0.98, 0.50, 0.95], [-0.46, -1.20, -3.77], [1.48, 3.22, 0.63], [-0.04, -2.28, -1.02], [0.09, -0.03, 0.20], [-0.16, -1.26, -0.77], [0.49, -0.37, -0.10], [-0.50, 1.11, -0.94], [0.50, -0.75, -0.62], [0.75, 0.33, -0.38], [-0.18, 0.61, -0.27], [-0.52, -1.10, 0.11], [0.10, 1.42, 0.60], [-0.23, -0.27, 2.30], [-0.05, 0.12, -1.30], [0.07, 1.08, 2.62], [-0.23, 0.05, -0.51]],
  "mulliken_charge": [-0.717, -0.006, -0.066, 0.239, -1.503, -0.207, 0.151, -0.846, 0.575, -1.119, 0.280, 0.214, 0.396, 0.397, 0.326, 0.391, 0.500, 0.371, 0.357, 0.319, 0.346, 0.280, 0.321]
}

Record 2
{
  "formula": "C7H13N2S",
  "method": "ωB97M-V with the def2-TZVPD basis set",
  "total_charge": 1,
  "orbital_gap_ha": [0.230, 0.231],
  "multiplicity": 3,
  "homo_energy_ev": [-9.69, -14.06],
  "species": ["C", "C", "C", "C", "C", "C", "C", "N", "N", "S", "H", "H", "H", "H", "H", "H", "H", "H", "H", "H", "H", "H", "H"],
  "xyz": [[0.63669, -0.65261, -2.08633], [-1.57157, -1.15921, -0.40151], [-0.85898, 0.06823, -0.03755], [0.61773, 0.14155, 0.36921], [-1.72663, 1.31855, -0.16745], [1.39245, -1.08642, 0.84389], [0.99749, 1.39054, 1.05876], [0.47313, 0.23530, -1.11478], [-0.34800, -1.21149, -2.67711], [-1.96773, -1.11841, -2.14409], [1.62496, -0.73602, -2.35710], [-0.97550, -2.08001, -0.30850], [-2.43589, -1.25118, 0.21796], [-1.11382, 2.14906, -0.21432], [-2.32115, 1.35354, 0.73612], [-2.48900, 1.35130, -1.06566], [2.29867, -1.13275, 0.07588], [0.89145, -2.01306, 0.88092], [1.70384, -0.71787, 1.76016], [1.46507, 1.88878, 0.20614], [1.66722, 1.22082, 1.87573], [0.21776, 2.03748, 1.44720], [-0.16969, -1.85258, -3.50607]],
  "forces_ev_per_angstrom": [[5.39, 2.23, 3.96], [0.80, -1.46, 0.41], [2.05, 1.76, -3.30], [-1.85, -2.26, -0.32], [-1.83, -1.74, -0.57], [1.57, 1.75, -3.33], [0.46, 1.26, -0.96], [-3.21, 2.07, 3.15], [-7.39, -4.24, -4.95], [1.82, -0.48, -0.83], [1.82, -0.84, -1.31], [-0.17, 0.28, 0.23], [-0.97, -0.23, 0.09], [0.98, 1.80, -0.17], [-0.33, 0.31, 0.29], [1.72, -0.35, 1.66], [-1.63, -0.26, 1.89], [-0.62, -0.97, -0.01], [1.11, -0.48, 1.99], [0.50, 0.86, 0.73], [0.62, -0.06, 0.18], [-0.34, -0.23, -0.19], [-0.51, 1.32, 1.35]],
  "mulliken_charge": [-0.388, -1.172, 0.595, 2.016, -1.711, -1.445, -1.675, -0.500, -0.153, 0.252, 0.559, 0.269, 0.552, 0.484, 0.420, 0.320, 0.279, 0.346, 0.474, 0.395, 0.434, 0.326, 0.323]
}

Record 3
{
  "formula": "C7H13N3",
  "method": "ωB97M-V with the def2-TZVPD basis set",
  "total_charge": 2,
  "smiles": "[NH3+][C@H]1CCCc2[nH+]ccn21",
  "orbital_gap_ha": 0.382,
  "homo_energy_ev": -17.67,
  "species": ["N", "C", "C", "C", "C", "C", "N", "C", "C", "N", "H", "H", "H", "H", "H", "H", "H", "H", "H", "H", "H", "H", "H"],
  "xyz": [[-1.29029, 2.09311, -0.44614], [-0.95617, 0.82980, 0.38006], [-1.75602, -0.43203, 0.05620], [-1.16230, -1.83070, 0.42315], [0.20791, -1.88617, -0.30690], [1.06600, -0.67684, -0.13384], [2.44693, -0.57184, -0.14534], [2.78699, 0.71408, 0.08108], [1.64609, 1.41191, 0.33535], [0.55301, 0.53086, 0.07775], [-1.55168, 1.73141, -1.43797], [-0.51165, 2.79263, -0.42562], [-2.04147, 2.56151, 0.12884], [-1.12449, 1.02553, 1.37688], [-1.76349, -0.61322, -0.94985], [-2.67197, -0.21006, 0.55222], [-1.66526, -2.72753, 0.08551], [-1.01996, -1.93536, 1.45582], [-0.02734, -1.97062, -1.33770], [0.56167, -2.93597, -0.14309], [3.11774, -1.28199, -0.41754], [3.76935, 0.95792, 0.09201], [1.38642, 2.42357, 0.69911]],
  "forces_ev_per_angstrom": [[-0.55, -1.29, 0.44], [3.51, -2.04, -2.70], [0.29, -0.18, 1.59], [1.86, 1.72, -0.35], [-0.51, -1.54, 0.50], [1.30, -1.72, -0.04], [-2.97, -0.52, -0.52], [-2.78, 0.53, 0.76], [-1.02, 0.61, -0.33], [-0.08, 1.02, 1.66], [0.20, 1.50, 1.81], [-0.47, -0.80, -0.53], [0.12, -0.41, -1.48], [0.33, 0.97, 2.29], [-1.12, 0.58, -3.07], [-1.32, -0.45, -0.24], [-0.94, 0.46, -0.26], [0.21, -0.18, 1.63], [-0.21, 0.26, -1.42], [0.92, 1.31, 0.39], [-0.32, -0.25, 0.12], [2.70, 1.13, 0.17], [0.87, -0.72, -0.42]],
  "mulliken_charge": [-0.253, -0.330, -0.829, -0.798, -0.728, 0.365, -0.043, -0.699, -0.202, 0.232, 0.439, 0.356, 0.423, 0.426, 0.487, 0.436, 0.386, 0.389, 0.372, 0.408, 0.265, 0.506, 0.392]
}

Record 4
{
  "formula": "C7H13N3",
  "method": "ωB97M-V with the def2-TZVPD basis set",
  "total_charge": 2,
  "smiles": "C=[NH+]/C=[NH+]\\C(C)=N\\C1CC1",
  "orbital_gap_ha": [0.257, 0.207],
  "homo_energy_ev": [-16.71, -16.10],
  "species": ["C", "N", "C", "N", "C", "C", "N", "C", "C", "C", "H", "H", "H", "H", "H", "H", "H", "H", "H", "H", "H", "H", "H"],
  "xyz": [[-2.44072, 2.04131, -0.27625], [-2.51182, 1.07415, 0.61240], [-2.46150, -0.31289, 0.67274], [-1.55368, -1.19997, 0.32784], [-0.18406, -1.22314, 0.01766], [0.15184, -2.38935, -0.78310], [0.54144, -0.14946, 0.29847], [1.82010, 0.16551, 0.10076], [2.25187, 1.52260, -0.49750], [2.09641, 1.48820, 0.90401], [-2.54315, 3.07161, 0.04302], [-2.31856, 1.82759, -1.35409], [-2.84456, 1.40512, 1.52354], [-3.38840, -0.78288, 1.14330], [-1.92094, -2.15034, 0.27301], [1.25365, -2.46199, -1.00054], [-0.58117, -2.48591, -1.69453], [-0.00112, -3.42586, -0.27142], [2.52689, -0.59036, 0.04588], [1.39458, 1.97015, -1.21033], [3.22133, 1.25865, -1.07007], [2.96354, 1.30926, 1.61693], [1.23748, 1.81755, 1.36302]],
  "forces_ev_per_angstrom": [[0.36, -1.76, -0.52], [-0.05, 1.92, 0.35], [-2.08, -1.59, 0.53], [1.08, 0.24, -0.39], [0.80, 2.03, 0.37], [0.32, -3.48, -1.06], [-3.38, -0.57, -1.31], [-1.46, -0.97, 0.91], [-1.00, 0.80, -4.23], [4.04, -0.79, 1.42], [-0.20, -0.10, 0.24], [0.25, -0.06, 0.75], [0.13, 0.22, 0.03], [1.28, 0.95, -0.65], [-0.21, 0.10, 0.25], [-1.28, 0.42, -0.39], [1.86, 0.43, 1.29], [-0.04, 1.80, -0.29], [1.47, -1.24, -0.08], [2.27, -0.80, 1.90], [-1.50, 1.02, 1.29], [-0.97, 0.54, -1.15], [-1.68, 0.91, 0.75]],
  "mulliken_charge": [-0.118, -0.014, -0.121, -0.064, 0.643, -1.343, -0.301, -0.220, -0.294, -0.473, 0.312, 0.316, 0.321, 0.354, 0.314, 0.321, 0.350, 0.412, 0.596, 0.204, 0.291, 0.279, 0.233]
}

Record 5
{
  "formula": "C7H13N3O",
  "method": "ωB97M-V with the def2-TZVPD basis set",
  "smiles": "CCc1c[nH]cn1.CC(N)=O",
  "orbital_gap_ha": 0.342,
  "homo_energy_ev": -8.66,
  "species": ["C", "C", "C", "C", "N", "C", "N", "H", "H", "H", "H", "H", "H", "H", "H", "C", "C", "N", "O", "H", "H", "H", "H", "H"],
  "xyz": [[0.01447, 2.23361, 0.39606], [1.41349, 1.70987, 0.47798], [1.56285, 0.27933, 0.91300], [2.47911, -0.59733, 0.38424], [2.20636, -1.79811, 1.00905], [1.09064, -1.63145, 1.78872], [0.75477, -0.35354, 1.79873], [-0.63592, 1.66847, -0.29467], [0.01568, 3.24318, -0.02829], [-0.53418, 2.09849, 1.32699], [1.99319, 1.77833, -0.46717], [2.04270, 2.38655, 1.06874], [3.26900, -0.42204, -0.32189], [2.47931, -2.68151, 0.60292], [0.59368, -2.26376, 2.50090], [-2.06420, -1.70024, -1.08572], [-2.46468, -0.25614, -0.82515], [-1.90064, 0.60032, -1.79972], [-3.27454, 0.11917, -0.03747], [-1.68026, -2.04856, -0.11774], [-1.30866, -1.97948, -1.82133], [-2.91322, -2.32406, -1.35094], [-2.15598, 1.55416, -1.96410], [-0.98297, 0.38474, -2.15312]],
  "forces_ev_per_angstrom": [[-1.13, -0.39, -0.99], [1.67, -0.02, -0.23], [0.57, 0.38, -0.76], [-0.87, 0.22, 0.80], [-0.36, -1.10, -0.48], [0.50, 2.12, 0.26], [-0.63, -0.43, -0.02], [0.73, 0.04, 0.20], [-0.12, 0.10, 0.65], [0.27, 0.63, 0.26], [-0.77, -0.05, -0.02], [-0.31, -0.16, 0.59], [0.07, -0.31, -0.07], [0.18, 0.03, 0.36], [0.39, -0.88, -0.33], [0.45, -0.77, 1.41], [0.92, 0.70, -3.21], [0.13, -0.90, 0.12], [-0.62, -0.04, 0.89], [-0.19, -0.26, -0.13], [0.11, 0.89, -0.12], [-0.41, 0.27, 0.24], [-0.40, 0.25, 0.67], [-0.17, -0.32, -0.11]],
  "mulliken_charge": [-0.467, -0.434, 0.616, -0.637, -0.131, -0.399, -0.519, -0.352, 0.399, 0.314, 0.251, 0.311, 0.418, 0.240, 0.450, -0.880, 0.663, -0.518, -0.572, 0.199, 0.310, 0.312, 0.218, 0.208]
}

Record 6
{
  "formula": "C7H13N3O4",
  "method": "ωB97M-V with the def2-TZVPD basis set",
  "smiles": "C[C@H](NC(=O)[C@@H](N)CC(N)=O)C(=O)O",
  "orbital_gap_ha": 0.355,
  "homo_energy_ev": -9.31,
  "species": ["C", "C", "N", "C", "O", "C", "N", "C", "C", "N", "O", "C", "O", "O", "H", "H", "H", "H", "H", "H", "H", "H", "H", "H", "H", "H", "H"],
  "xyz": [[1.00289, -0.54582, 2.54633], [0.71706, -1.60985, 1.55770], [1.28119, -1.50911, 0.21196], [0.97442, -0.49034, -0.69396], [1.86757, -0.17721, -1.44827], [-0.47868, 0.07487, -0.78543], [-0.91053, 1.09679, 0.19902], [-0.65801, 0.67430, -2.16688], [0.23574, 1.81938, -2.62716], [0.13755, 2.94209, -1.87777], [0.94439, 1.75144, -3.60052], [-0.80930, -1.97583, 1.39162], [-1.25210, -2.66426, 0.46355], [-1.68700, -1.53272, 2.34311], [0.91178, -0.81006, 3.58597], [2.05863, -0.19570, 2.39235], [0.37772, 0.31720, 2.45970], [1.13828, -2.52266, 1.97048], [2.24531, -1.71004, 0.13416], [-1.09982, -0.82122, -0.70173], [-1.71954, 0.78843, 0.67370], [-0.19116, 1.38602, 0.80638], [-0.74770, -0.11388, -2.98481], [-1.68726, 1.04354, -2.11806], [0.49795, 3.67479, -2.49313], [-0.63342, 2.99644, -1.21664], [-2.51598, -1.88658, 1.97832]],
  "forces_ev_per_angstrom": [[1.66, 1.67, 0.19], [-1.70, -1.66, -0.85], [-1.72, 1.14, 0.74], [0.54, -0.15, 0.62], [-0.55, 0.42, -0.31], [0.85, -0.03, -0.32], [0.44, -0.61, -1.39], [-1.27, -1.28, -1.63], [-0.38, -1.46, 0.41], [0.33, 0.38, -0.59], [0.07, 0.13, -0.51], [-0.74, -1.40, -1.39], [1.19, 1.44, 2.04], [1.08, -0.13, -0.76], [-0.05, -0.68, 0.29], [-0.85, -0.30, 0.19], [-0.42, 0.58, -0.34], [-0.01, -0.37, -0.05], [1.05, -0.34, 0.07], [-0.10, 0.37, -0.18], [-0.65, -0.22, 0.84], [0.68, 0.33, 0.84], [0.76, 0.89, 1.05], [0.02, 0.32, -0.12], [-0.43, 0.48, 1.14], [0.38, 0.44, -0.37], [-0.19, 0.05, 0.39]],
  "mulliken_charge": [-1.461, 0.395, -0.151, 0.183, -0.627, 0.349, -0.487, -1.266, 0.399, -0.430, -0.627, 0.272, -0.594, -0.447, 0.409, 0.348, 0.259, 0.459, 0.336, 0.448, 0.220, 0.268, 0.335, 0.519, 0.272, 0.248, 0.370]
}

Energy above the lowest of the compared OMol25 structures with the same formula, charge and spin for every record listed, in sequence, given in eV: 1.409 1.281 0.847 5.765 0.844 1.628.